{"formula": "C24H39BiF4N4O4S", "method": "wB97M-V/def2-TZVPD", "gap_ev": 8.17, "energy_ev": -67201.7139, "homo_ev": -12.90, "spin_multiplicity": 1, "total_charge": 2, "species": ["Bi", "C", "C", "N", "C", "C", "C", "C", "N", "C", "C", "F", "C", "F", "C", "C", "F", "C", "F", "H", "H", "H", "H", "H", "H", "H", "H", "H", "H", "H", "H", "H", "H", "H", "C", "N", "C", "C", "O", "C", "O", "C", "C", "O", "N", "C", "C", "H", "H", "H", "H", "H", "H", "H", "H", "H", "H", "H", "H", "H", "H", "H", "H", "O", "S", "C", "C", "C", "C", "H", "H", "H", "H", "H", "H", "H", "H"], "positions_angstrom": [[-0.180, -0.196, 0.152], [-2.545, 1.876, 1.778], [-1.690, 1.065, 2.738], [-1.318, -0.287, 2.221], [-2.500, -1.202, 2.038], [-3.397, -1.338, 3.260], [-0.313, -0.913, 3.124], [0.325, -2.166, 2.521], [0.495, -2.041, 1.058], [0.820, -3.181, 0.313], [0.549, -3.202, -1.053], [0.003, -2.067, -1.592], [0.783, -4.282, -1.867], [0.463, -4.187, -3.157], [1.332, -5.437, -1.356], [1.650, -5.440, -0.014], [2.214, -6.508, 0.532], [1.419, -4.343, 0.801], [1.829, -4.414, 2.078], [-2.850, 2.799, 2.272], [-3.453, 1.344, 1.483], [-1.984, 2.157, 0.878], [-2.197, 0.941, 3.695], [-0.755, 1.593, 2.931], [-2.102, -2.178, 1.759], [-3.075, -0.845, 1.191], [-2.857, -1.664, 4.151], [-4.146, -2.101, 3.041], [-3.932, -0.416, 3.490], [-0.777, -1.168, 4.078], [0.450, -0.166, 3.313], [-0.271, -3.052, 2.747], [1.282, -2.295, 3.024], [1.510, -6.303, -1.981], [5.067, 0.303, 2.152], [3.658, 0.709, 2.288], [3.278, 1.318, 3.571], [2.759, 0.520, 1.340], [1.544, 0.801, 1.501], [3.225, -0.070, 0.019], [2.257, 0.114, -0.990], [2.330, 1.333, -1.710], [1.066, 2.159, -1.492], [0.109, 1.663, -0.880], [1.053, 3.384, -2.017], [-0.107, 4.256, -1.830], [2.156, 3.973, -2.780], [5.434, 0.018, 3.134], [5.175, -0.558, 1.498], [5.682, 1.124, 1.782], [3.086, 0.546, 4.318], [4.100, 1.941, 3.915], [2.393, 1.931, 3.446], [4.191, 0.337, -0.270], [3.337, -1.149, 0.146], [3.216, 1.899, -1.424], [2.408, 1.088, -2.769], [-0.800, 3.804, -1.132], [0.227, 5.217, -1.442], [-0.608, 4.422, -2.784], [2.850, 3.223, -3.145], [1.744, 4.491, -3.644], [2.699, 4.701, -2.175], [-2.392, -0.385, -1.008], [-2.832, 0.747, -1.959], [-4.476, 0.321, -2.558], [-4.484, 0.935, -3.953], [-3.207, 0.428, -4.640], [-2.084, 0.398, -3.585], [-5.230, 0.720, -1.879], [-4.518, -0.770, -2.577], [-4.474, 2.025, -3.881], [-5.383, 0.656, -4.498], [-2.935, 1.055, -5.485], [-3.372, -0.579, -5.022], [-1.310, 1.147, -3.752], [-1.616, -0.581, -3.477]]}


{"formula": "C24H39Br2N4O11SSiTc", "method": "wB97M-V/def2-TZVPD", "gap_ev": [6.83, 6.89], "energy_ev": -214995.7577, "homo_ev": [-11.94, -12.20], "spin_multiplicity": 4, "total_charge": 1, "species": ["Tc", "O", "C", "O", "C", "C", "C", "C", "C", "C", "O", "N", "O", "O", "N", "O", "O", "H", "H", "Br", "C", "Br", "H", "H", "C", "N", "C", "C", "N", "C", "S", "H", "H", "H", "H", "H", "H", "H", "H", "C", "C", "C", "C", "O", "Si", "O", "O", "C", "C", "C", "C", "O", "C", "C", "C", "C", "H", "H", "H", "H", "H", "H", "H", "H", "H", "H", "H", "H", "H", "H", "H", "H", "H", "H", "H", "H", "H", "H", "H", "H", "H", "H", "H"], "positions_angstrom": [[0.592, -0.066, 0.244], [4.574, -0.558, 0.920], [3.459, -0.920, 0.664], [2.455, -0.014, 0.734], [3.139, -2.335, 0.324], [4.196, -3.236, 0.240], [3.949, -4.564, -0.002], [2.661, -5.051, -0.140], [1.633, -4.157, -0.042], [1.830, -2.789, 0.162], [0.752, -1.998, 0.158], [0.231, -4.598, -0.182], [-0.136, -4.943, -1.290], [-0.456, -4.568, 0.821], [5.080, -5.509, -0.111], [6.203, -5.045, -0.077], [4.806, -6.689, -0.230], [5.209, -2.881, 0.368], [2.488, -6.104, -0.318], [-3.561, 1.381, 0.931], [-3.463, -0.317, 0.078], [-1.757, -0.675, -0.822], [-4.189, -0.366, -0.718], [-3.582, -1.106, 0.804], [-1.085, 3.030, 2.950], [0.284, 2.612, 3.215], [1.337, 3.616, 3.484], [2.637, 2.799, 3.375], [2.121, 1.435, 3.167], [0.817, 1.431, 2.973], [-0.083, -0.014, 2.517], [-1.334, 3.845, 3.627], [-1.765, 2.203, 3.121], [-1.183, 3.374, 1.917], [1.188, 4.062, 4.466], [1.281, 4.382, 2.716], [3.243, 2.841, 4.275], [3.239, 3.107, 2.522], [2.710, 0.665, 2.898], [2.789, 5.611, -1.540], [2.439, 5.329, -0.080], [3.697, 5.384, 0.772], [1.401, 6.327, 0.417], [1.907, 3.985, 0.083], [0.951, 3.124, -0.919], [0.508, 1.825, -0.016], [1.662, 2.606, -2.290], [2.712, 1.666, -2.564], [3.827, 1.778, -1.529], [2.106, 0.260, -2.586], [3.242, 1.996, -3.948], [-0.284, 4.080, -1.356], [-1.186, 4.125, -2.482], [-2.420, 4.875, -2.008], [-0.500, 4.879, -3.614], [-1.559, 2.717, -2.923], [3.160, 6.631, -1.641], [1.912, 5.496, -2.182], [3.565, 4.924, -1.889], [4.257, 6.295, 0.552], [4.335, 4.525, 0.551], [3.460, 5.388, 1.841], [1.798, 7.343, 0.357], [1.139, 6.124, 1.460], [0.496, 6.260, -0.188], [3.452, 1.613, -0.518], [4.271, 2.774, -1.570], [4.611, 1.043, -1.729], [1.570, 0.058, -1.639], [2.876, -0.507, -2.692], [1.380, 0.158, -3.393], [3.646, 3.010, -3.950], [2.440, 1.942, -4.688], [4.036, 1.300, -4.231], [-2.146, 5.882, -1.683], [-2.878, 4.350, -1.165], [-3.153, 4.954, -2.814], [-0.256, 5.897, -3.300], [-1.159, 4.933, -4.484], [0.421, 4.366, -3.901], [-1.974, 2.180, -2.069], [-0.679, 2.179, -3.293], [-2.309, 2.751, -3.717]]}


{"formula": "C24H39Cl2F3N4O9P4S2", "method": "wB97M-V/def2-TZVPD", "gap_ev": 4.27, "energy_ev": -141925.2215, "homo_ev": -7.58, "spin_multiplicity": 1, "species": ["C", "C", "C", "C", "P", "O", "Cl", "N", "P", "S", "C", "N", "N", "C", "C", "C", "N", "C", "C", "C", "C", "C", "C", "C", "O", "C", "C", "C", "C", "P", "O", "O", "C", "C", "O", "C", "C", "P", "O", "Cl", "H", "H", "H", "H", "H", "H", "H", "H", "H", "H", "H", "H", "H", "H", "H", "H", "H", "H", "H", "H", "H", "H", "H", "H", "H", "H", "H", "H", "H", "H", "H", "H", "H", "H", "H", "H", "H", "H", "H", "C", "F", "F", "F", "S", "O", "O", "O"], "positions_angstrom": [[-6.427, -0.605, 1.961], [-5.602, -0.367, 1.117], [-4.570, -0.224, -0.042], [-3.249, 0.577, 0.399], [-3.652, 2.415, 0.712], [-4.638, 2.957, -0.573], [-4.894, 2.676, 2.391], [-2.237, 0.696, -0.729], [-2.772, 0.990, -2.376], [-1.874, 2.622, -2.981], [-1.180, -0.251, -0.631], [-0.602, -0.863, -1.673], [-0.899, -0.303, 0.779], [0.084, 0.770, 1.112], [1.479, 0.377, 0.411], [1.891, 1.470, -0.688], [2.363, 2.654, 0.056], [3.786, 2.980, -0.178], [4.688, 3.067, 1.100], [4.851, 4.408, 1.746], [5.714, 4.611, 2.921], [6.430, 3.408, 3.443], [6.274, 2.072, 2.858], [5.384, 1.904, 1.663], [5.299, 0.607, 1.152], [-2.260, -0.210, 1.407], [-2.629, -1.789, 1.474], [-1.653, -2.610, 2.434], [-1.690, -4.177, 2.057], [-0.859, -4.522, 0.397], [-0.163, -3.254, -0.009], [0.300, -5.677, 0.704], [0.582, -6.537, -0.434], [1.668, -5.837, -1.351], [-2.086, -5.009, -0.621], [-1.790, -4.813, -2.026], [-3.184, -4.425, -2.718], [-2.228, 0.209, 3.261], [-3.847, -0.020, 3.759], [-1.689, 2.238, 3.563], [-7.347, -0.724, 2.577], [-4.323, -1.236, -0.495], [-5.145, 0.319, -0.852], [-5.457, 2.412, -0.580], [-2.382, -0.022, -3.318], [-4.161, 1.214, -2.556], [-0.867, -1.790, -2.018], [0.100, -0.355, -2.218], [0.326, 0.845, 2.211], [-0.250, 1.760, 0.690], [2.298, 0.437, 1.194], [1.481, -0.678, 0.019], [1.033, 1.781, -1.353], [2.669, 0.977, -1.336], [1.777, 3.465, -0.163], [4.309, 2.311, -0.929], [3.807, 4.030, -0.647], [4.288, 5.264, 1.290], [5.848, 5.626, 3.366], [7.107, 3.501, 4.331], [6.823, 1.179, 3.264], [4.640, 0.561, 0.436], [-2.685, -2.247, 0.438], [-3.662, -1.952, 1.919], [-0.580, -2.302, 2.349], [-2.016, -2.581, 3.508], [-1.198, -4.756, 2.883], [-2.786, -4.446, 1.997], [-0.332, -6.884, -0.987], [1.071, -7.466, -0.011], [1.218, -5.004, -1.956], [2.501, -5.443, -0.703], [2.064, -6.646, -2.042], [-1.093, -3.962, -2.249], [-1.455, -5.795, -2.460], [-3.860, -5.310, -2.844], [-3.693, -3.719, -1.987], [-3.007, -3.833, -3.654], [-3.848, -0.966, 4.021], [2.749, 6.205, -4.204], [2.887, 4.920, -4.611], [3.746, 6.896, -4.795], [1.600, 6.654, -4.757], [2.763, 6.372, -2.357], [4.056, 5.846, -1.931], [1.636, 5.573, -1.889], [2.606, 7.789, -2.102]]}